# 1
The following is a quantum chemistry calculation of C2H4N2OS2 in the gas phase in a non-equilibrium geometry, from OMol25.

Each line ends with the Mulliken charge.
CARTESIAN COORDINATES (ANGSTROEM)
C1 0.41 -0.91 -0.40  0.249
C2 -1.67 -0.53 -0.15  -0.094
H1 2.91 0.61 0.86  0.303
H2 -0.06 -1.83 -0.98  0.282
H3 0.36 2.20 0.84  0.188
H4 -1.76 -1.68 -0.30  0.153
N1 1.68 -0.77 -0.02  -0.379
N2 -0.53 0.12 -0.33  -0.003
O1 2.03 0.61 0.58  -0.389
S1 -0.30 1.90 -0.40  -0.018
S2 -3.08 0.27 0.31  -0.291

Output
**Energy above the lowest of the compared OMol25 structures with the same formula, charge and spin**: 112.11 kcal/mol
**SMILES**: O/N=C\N(S)C=S
**Frontier orbital gap**: 8.43 eV

# 2
The following is a quantum chemistry calculation of a gas-phase ion, C5H11N2S (charge +1) in a non-equilibrium geometry, from OMol25.

Each line ends with the Mulliken charge.
CARTESIAN COORDINATES (ANGSTROEM)
C1 -1.83 0.96 0.00  -0.444
C2 0.12 -1.67 0.44  -0.554
C3 -1.30 -1.39 -0.08  -0.779
C4 0.98 -0.58 -0.20  -0.049
C5 2.82 1.44 -0.45  -0.745
N1 -1.78 -0.26 0.55  -0.050
N2 -2.50 1.98 0.59  -0.275
S1 2.29 0.09 0.65  0.186
H1 0.25 -1.72 1.49  0.475
H2 0.51 -2.72 0.09  0.334
H3 -1.18 -1.27 -1.20  0.355
H4 -1.96 -2.25 0.14  0.372
H5 0.58 -0.11 -1.02  0.388
H6 3.85 1.09 -0.79  0.336
H7 3.01 2.36 -0.08  0.380
H8 2.09 1.40 -1.22  0.259
H9 -1.93 -0.45 1.55  0.283
H10 -2.85 2.74 -0.06  0.320
H11 -3.04 1.71 1.42  0.210

Output
**Energy above the lowest of the compared OMol25 structures with the same formula, charge and spin**: 93.52 kcal/mol
**Total charge**: +1
**Frontier orbital gap (alpha / beta)**: 5.75 / 5.76 eV

# 3
The following is a quantum chemistry calculation of C4H8O3 in the gas phase, from OMol25.

Each line ends with the Mulliken charge.
CARTESIAN COORDINATES (ANGSTROEM)
C1 1.84 -2.11 -0.31  -0.632
O1 0.57 -1.59 0.09  -0.305
C2 0.39 -0.28 -0.16  0.645
O2 1.24 0.40 -0.69  -0.576
C3 -0.95 0.20 0.34  -0.365
C4 -1.32 1.60 -0.18  -0.480
O3 -1.92 2.41 0.83  -0.534
H1 2.64 -1.62 0.24  0.286
H2 1.81 -3.17 -0.08  0.224
H3 2.00 -1.94 -1.38  0.288
H4 -1.71 -0.56 0.12  0.311
H5 -0.88 0.24 1.43  0.263
H6 -0.43 2.08 -0.61  0.291
H7 -2.06 1.51 -0.98  0.269
H8 -1.22 2.84 1.34  0.314

Output
**Energy above the lowest of the compared OMol25 structures with the same formula, charge and spin**: 22.71 kcal/mol
**SMILES**: COC(=O)CCO
**Frontier orbital gap**: 11.25 eV

# 4
The following is a quantum chemistry calculation of 4 unconnected molecules or ions with the total composition C2H12N2O3 in a non-equilibrium geometry, from OMol25.

Each line ends with the Mulliken charge.
CARTESIAN COORDINATES (ANGSTROEM)
C1 0.30 0.07 1.02  -0.585
N1 2.46 0.53 -0.54  -0.383
C2 1.91 1.56 0.21  0.114
N2 0.89 1.39 0.96  -0.551
H1 -0.81 0.21 1.19  0.183
H2 0.76 -0.62 1.72  0.289
H3 0.21 -0.39 -0.01  0.217
H4 2.36 -0.44 -0.79  0.196
H5 3.14 0.91 -1.18  0.208
H6 2.04 2.60 -0.10  0.322
H7 -3.46 1.62 0.41  0.314
H8 -2.48 2.50 -0.30  0.318
O1 -3.28 1.99 -0.47  -0.643
H9 0.31 -3.10 0.46  0.319
H10 1.66 -2.84 1.11  0.325
O2 1.14 -3.54 0.68  -0.636
H11 -2.02 -1.47 -1.56  0.300
H12 -2.96 -0.47 -1.13  0.299
O3 -2.16 -0.51 -1.67  -0.605

Output
**Energy above the lowest of the compared OMol25 structures with the same formula, charge and spin**: 42.50 kcal/mol
**SMILES**: C/N=C\N.O.O.O
**Frontier orbital gap**: 9.60 eV

# 5
The following is a quantum chemistry calculation of a molecular structure, C23H25N2O2Sn in a non-equilibrium geometry, from OMol25.

Each line ends with the Mulliken charge.
CARTESIAN COORDINATES (ANGSTROEM)
C1 2.46 0.20 1.53  -0.263
C2 2.65 -0.44 0.26  -0.755
C3 2.31 0.49 -0.77  0.083
H1 3.06 -1.43 0.07  0.480
C4 1.85 1.68 -0.15  -0.390
C5 1.93 1.49 1.29  -1.017
H2 1.59 2.62 -0.66  0.582
C6 -1.52 -2.02 1.50  -0.812
C7 -0.37 -2.57 0.89  -0.805
C8 -0.47 -2.38 -0.51  -0.241
H3 0.41 -3.11 1.43  0.476
C9 -1.65 -1.61 -0.78  0.126
C10 -2.26 -1.33 0.49  -0.699
H4 2.46 0.36 -1.85  0.344
H5 1.77 2.25 2.06  0.519
H6 2.75 -0.18 2.51  0.495
H7 -3.18 -0.79 0.62  0.505
H8 0.20 -2.79 -1.26  0.532
H9 -1.82 -2.16 2.54  0.613
Sn1 -0.25 0.30 0.60  1.319
C11 -2.35 -1.45 -2.11  2.068
C12 -3.74 -2.09 -1.94  -1.791
C13 -1.62 -2.19 -3.25  -2.191
H10 -3.63 -3.10 -1.52  0.385
H11 -4.26 -2.17 -2.89  0.500
H12 -4.36 -1.51 -1.25  0.389
H13 -1.63 -3.27 -3.04  0.518
H14 -0.59 -1.86 -3.35  0.393
H15 -2.15 -2.03 -4.20  0.380
C14 -2.57 0.04 -2.50  -1.103
C15 -1.34 0.82 -2.82  0.158
H16 -3.06 0.56 -1.67  0.360
H17 -3.28 0.09 -3.35  0.397
O1 -0.43 0.98 -1.97  -0.454
N1 -1.22 1.42 -4.03  -0.106
C16 -0.25 2.52 -4.15  -1.233
H18 -2.08 1.52 -4.58  0.318
C17 1.12 1.98 -4.43  0.779
C18 2.24 2.63 -3.91  -0.345
H19 2.10 3.51 -3.28  0.455
C19 3.52 2.14 -4.18  -0.705
H20 4.39 2.66 -3.77  0.377
C20 3.68 1.00 -4.98  -0.434
H21 4.67 0.63 -5.21  0.404
C21 2.55 0.35 -5.50  -0.702
H22 2.66 -0.54 -6.12  0.413
C22 1.28 0.85 -5.23  -0.204
H23 0.38 0.36 -5.62  0.416
H24 -0.24 3.11 -3.23  0.317
H25 -0.57 3.18 -4.95  0.525
O2 0.06 0.13 4.72  -0.516
C23 -0.39 0.44 3.66  0.833
N2 -0.86 0.75 2.58  -0.691

Output
**Total charge**: +1
**Frontier orbital gap (alpha / beta)**: 5.63 / 5.63 eV

# 6
The following is a quantum chemistry calculation of a molecular structure, C4H6ClN in a non-equilibrium geometry, from OMol25.

Each line ends with the Mulliken charge.
CARTESIAN COORDINATES (ANGSTROEM)
C1 -0.92 -0.50 1.69  -0.406
C2 -0.22 0.58 1.43  0.321
C3 0.71 -0.76 -0.98  -0.373
C4 0.35 0.56 -1.45  -0.245
N1 0.90 0.40 -0.18  -0.417
Cl1 -0.01 2.15 1.93  -0.124
H1 -1.54 -0.44 2.60  0.288
H2 -0.94 -1.17 0.84  0.100
H3 -0.14 -1.47 -0.79  0.185
H4 1.62 -1.26 -1.39  0.212
H5 0.93 1.24 -1.94  0.286
H6 -0.75 0.66 -1.76  0.174

Output
**Energy above the lowest of the compared OMol25 structures with the same formula, charge and spin**: 102.53 kcal/mol
**Frontier orbital gap**: 9.92 eV